A 2-piece molecular cluster, CH2Cl2FPS overall in a non-equilibrium geometry. Source: the OMol25 dataset; level of theory: wB97M-V/def2-TZVPD.

Summary:
HOMO-LUMO gap (spin up / spin down)	7.328 / 7.300	eV
relative energy (zero: lowest compared OMol25 entry of this formula, charge and spin)	3.675	eV
HOMO (spin up / spin down)	-0.36203 / -0.36204	Eh
M	166.97	g mol⁻¹

Element x y z (Å)
Cl1 -1.01596 -0.67916 -1.71072
F1 -0.46000 0.92637 1.38822
S1 -2.84173 1.85275 -0.71940
Cl2 2.00359 -1.18001 -1.14787
H1 1.23817 -0.05627 1.45028
C1 0.36285 -0.06481 0.78590
H2 0.09364 -1.05782 0.96974
P1 0.61943 0.25895 -1.01616

Forces on the atoms, in the same order (eV/Å):
-0.812 -0.483 -0.320
-0.095 -1.058 -0.787
0.003 0.029 0.015
0.859 -0.877 -0.245
0.641 0.578 -0.947
0.912 2.017 1.546
-1.742 -1.537 0.021
0.236 1.330 0.719

C2H5ORb as an isolated structure in a non-equilibrium geometry. Source: the OMol25 dataset; level of theory: wB97M-V/def2-TZVPD.

Summary:
HOMO-LUMO gap	5.917	eV
relative energy (zero: lowest compared OMol25 entry of this formula, charge and spin)	0.469	eV
HOMO	-0.24094	Eh
M	130.53	g mol⁻¹

Element x y z (Å)
Rb1 -0.52335 1.49922 1.99965
H1 2.05374 -1.30280 0.58459
H2 1.64590 -0.24336 -0.90198
H3 -2.25480 3.23988 -0.65978
O1 -1.48234 2.88288 -0.22641
C1 0.09286 -1.51327 -0.20021
H4 -0.16476 -2.32616 0.48376
C2 1.32055 -0.97409 -0.15682
H5 -0.68780 -1.26231 -0.92279

Forces on the atoms, in the same order (eV/Å):
-0.403 0.556 -1.078
-0.219 0.070 -0.263
-0.151 -0.091 0.362
-0.149 0.078 -0.081
0.580 -0.714 1.075
0.503 -0.167 0.202
0.032 0.298 -0.036
-0.668 -0.207 -0.303
0.474 0.177 0.122

An isolated molecule of C16H15N5O3 in a non-equilibrium geometry. Source: the OMol25 dataset; level of theory: wB97M-V/def2-TZVPD.

Summary:
HOMO-LUMO gap	8.881	eV
relative energy (zero: lowest compared OMol25 entry of this formula, charge and spin)	0.741	eV
HOMO	-0.30938	Eh
M	325.33	g mol⁻¹
SMILES	COc1cccc(NC(=O)COc2cccc(-n3cnnn3)c2)c1

Element x y z (Å)
H1 -1.74884 1.68124 2.11675
H2 -2.45296 -1.65578 -2.63719
N1 3.02918 -1.53503 0.24384
O1 1.38800 2.99245 0.35217
C1 -2.86132 0.56439 0.82896
H3 4.29017 -2.72495 -1.04771
C2 4.08832 0.19182 -1.09326
H4 -3.70697 0.81771 2.78548
H5 -5.69748 -0.54366 2.28362
H6 -5.97035 -1.56425 0.04359
C3 3.20406 2.42540 -1.00037
C4 -3.00865 -0.00959 -0.42795
C5 -0.71036 1.74036 0.37463
C6 3.62398 -2.66548 -0.21564
H7 -3.29131 -0.18947 -3.21480
C7 -4.94562 -0.39369 1.52401
C8 -3.82845 0.37200 1.80885
H8 4.81281 -0.50846 -1.47623
C9 -3.42125 -1.23717 -2.92745
C10 -5.10575 -0.96583 0.27991
C11 -4.13416 -0.77712 -0.70526
H9 0.60414 2.13293 2.07030
C12 0.28692 2.63093 1.14286
N2 3.23038 -3.66904 0.52175
C13 2.22267 2.01947 -0.09220
H10 4.87336 1.84553 -2.19038
C14 4.12086 1.51937 -1.48925
C15 3.11145 -0.20715 -0.19313
N3 -1.74483 1.35091 1.16111
C16 2.18327 0.69338 0.31613
H11 1.44748 0.31698 1.00751
O2 -4.37333 -1.37735 -1.89822
H12 3.22042 3.45824 -1.30772
H13 -0.20150 3.57688 1.39651
H14 -3.81859 -1.79740 -3.77231
N4 2.40276 -3.16086 1.42768
O3 -0.54937 1.45515 -0.78798
H15 -2.24488 0.15484 -1.16666
N5 2.26817 -1.91314 1.28219

Forces on the atoms, in the same order (eV/Å):
0.113 -0.013 -0.160
-0.029 0.028 -0.004
0.445 -1.605 -0.135
-0.114 0.026 -0.037
-0.334 -0.178 -0.008
0.154 0.049 -0.217
-0.110 -0.253 0.148
0.017 0.055 0.113
-0.067 -0.018 0.062
-0.112 -0.078 -0.026
-0.206 0.093 0.151
0.104 -0.096 -0.407
0.257 0.287 0.234
-0.339 0.465 0.276
0.005 -0.036 0.021
0.070 -0.007 -0.109
0.153 0.090 -0.010
0.079 -0.071 -0.020
0.171 0.025 -0.183
0.005 -0.083 -0.222
-0.131 0.063 0.361
-0.058 0.056 -0.085
0.037 -0.034 -0.130
0.698 -0.462 -0.726
0.524 -0.290 -0.212
0.061 0.038 -0.055
-0.128 0.009 0.058
-0.007 1.011 -0.180
-0.136 0.019 0.356
-0.086 0.111 0.055
-0.070 0.033 0.033
-0.173 0.007 0.272
0.006 0.132 -0.044
0.028 -0.170 0.042
0.069 0.055 0.037
-0.485 -0.448 0.684
-0.039 0.020 -0.130
0.015 -0.009 -0.047
-0.390 1.178 0.246

A 12-piece molecular cluster, C24H17BCl44N2O4S overall in a non-equilibrium geometry. Source: the OMol25 dataset; level of theory: wB97M-V/def2-TZVPD.

Summary:
HOMO-LUMO gap	8.844	eV
relative energy (zero: lowest compared OMol25 entry of this formula, charge and spin)	0.000	eV
HOMO	-0.33521	Eh
M	2000.22	g mol⁻¹
SMILES	NB(O)c1cc2c(cc1CCO)C(=O)N(CCCS)C2=O.ClC(Cl)(Cl)Cl.ClC(Cl)(Cl)Cl.ClC(Cl)(Cl)Cl.ClC(Cl)(Cl)Cl.ClC(Cl)(Cl)Cl.ClC(Cl)(Cl)Cl.ClC(Cl)(Cl)Cl.ClC(Cl)(Cl)Cl.ClC(Cl)(Cl)Cl.ClC(Cl)(Cl)Cl.ClC(Cl)(Cl)Cl

Element x y z (Å)
Cl1 -5.89288 -6.09583 -5.94406
C1 0.96919 -2.18590 -0.39827
Cl2 -0.10932 -7.04267 5.44028
H1 4.00711 2.19196 -2.31805
H2 6.96867 1.55906 1.58764
C2 -6.95966 -5.81137 -4.56441
Cl3 -6.94811 -7.22937 -3.51057
C3 2.79384 9.59648 6.53621
Cl4 1.62226 -4.91726 6.32291
Cl5 3.66572 7.96671 2.95851
Cl6 -0.88659 -4.17497 -2.04099
H3 -0.87092 1.24508 -0.55146
Cl7 -4.63377 0.65561 -4.50098
Cl8 0.05065 2.14567 2.99935
Cl9 -6.38844 -4.40238 -3.66692
Cl10 -2.30955 -6.70884 -1.99417
O1 3.67543 -1.74983 -2.00081
C4 1.52044 -7.63955 0.66280
C5 -3.71500 -0.76890 -4.00457
C6 4.19993 1.12136 -2.30686
Cl11 0.23024 2.02848 5.87838
C7 -0.26114 -3.20758 2.39461
Cl12 -4.68879 -1.75990 -2.91937
Cl13 2.39106 -7.66751 6.73107
Cl14 1.23414 9.12184 5.85803
H4 0.55719 -3.92392 2.41080
H5 -0.57667 -4.10716 0.45639
H6 -3.88812 -1.96730 1.13100
H7 -4.37452 -0.60661 0.44862
C8 6.55436 10.93014 -1.14038
H8 5.14053 -0.02081 -0.68218
H9 1.49576 -3.13183 -0.35195
Cl15 -1.54075 3.72843 -2.46871
C9 -1.10865 4.74915 -1.09583
Cl16 0.41031 5.57561 -1.41628
Cl17 2.31351 5.75429 1.70682
Cl18 -14.22959 -4.59641 -7.03442
Cl19 5.18977 5.78544 1.83959
C10 2.86485 -0.92000 -1.68497
Cl20 5.91474 12.55166 -0.85644
C11 0.29402 3.09830 4.47572
Cl21 -2.38709 5.93688 -0.81604
Cl22 8.28115 11.03141 -1.49703
C12 1.03351 -6.54004 6.69262
C13 5.36266 0.80772 -1.34926
Cl23 3.55666 8.19610 7.29375
O2 -2.42543 0.36702 1.81202
Cl24 -11.49858 -4.63956 -6.11032
C14 1.75868 1.11984 -1.74556
Cl25 -13.66205 -4.92411 -4.22539
Cl26 -8.60500 -5.52024 -5.13987
Cl27 -0.94034 3.73529 0.35358
C15 -0.37255 0.28320 -0.50650
H10 -1.69048 0.97252 1.64342
Cl28 -0.97601 4.31755 4.59397
H11 4.47554 0.83652 -3.32383
Cl29 0.22203 -6.53502 8.26030
Cl30 2.55720 10.86664 7.73847
Cl31 0.80522 -6.40763 -0.38090
Cl32 3.81502 7.62989 0.09899
Cl33 6.30045 9.93528 0.29328
H12 6.84979 2.25148 -0.70395
N1 2.96002 0.44821 -1.95372
C16 3.74327 6.78318 1.64777
C17 -0.88076 -3.19751 0.95664
Cl34 -3.29268 -1.72687 -5.42848
C18 -13.11751 -5.30504 -5.86096
Cl35 5.71229 10.19827 -2.51274
O3 1.50649 2.24831 -2.07984
H13 -1.96693 -3.14232 0.98107
Cl36 1.86898 3.87417 4.38084
S1 5.67819 1.76266 1.29739
Cl37 3.26970 -7.67199 0.43291
O4 0.32881 -1.96704 2.78727
Cl38 -0.22581 -6.25600 -3.94705
C19 1.53409 -1.09042 -1.01197
B1 -2.39056 -0.58345 0.81447
C20 -1.53224 -5.50317 -3.02791
H14 6.21644 0.50011 -1.95284
C21 5.80573 2.02443 -0.49802
C22 -0.28744 -2.02108 0.19178
H15 5.24400 2.92064 -0.75639
Cl39 -13.06904 -7.05690 -6.07439
H16 -0.36709 -1.36294 3.06768
Cl40 -2.24094 -0.26493 -3.17006
Cl41 3.83477 10.19892 5.23960
H17 -1.02611 -3.44996 3.13432
Cl42 -2.71756 -4.82306 -4.13936
Cl43 1.14981 -7.23675 2.34404
N2 -3.61567 -1.28743 0.42311
Cl44 0.83852 -9.21864 0.26363
C23 0.87638 0.12376 -1.05629
C24 -0.97877 -0.80731 0.13974

Forces on the atoms, in the same order (eV/Å):
0.003 0.001 -0.005
-0.016 0.282 -0.025
-0.068 -0.015 0.031
-0.256 -0.019 -0.035
0.020 -0.030 -0.174
0.006 -0.001 0.023
0.004 0.003 -0.004
-0.018 -0.038 -0.011
-0.006 -0.002 -0.009
0.025 -0.056 -0.077
-0.088 -0.181 -0.385
0.041 -0.005 -0.134
0.012 0.005 0.018
0.203 -0.159 0.035
-0.056 -0.090 -0.096
0.006 0.071 -0.024
0.136 0.040 0.233
0.007 0.057 0.035
0.018 -0.087 -0.023
0.225 -0.414 -0.401
-0.021 0.014 -0.043
-0.197 0.481 -0.120
0.043 0.158 0.127
-0.005 0.002 -0.003
0.003 -0.002 -0.002
-0.085 -0.118 0.183
-0.213 -0.264 0.119
0.039 -0.218 -0.265
-0.022 -0.063 0.024
-0.003 -0.003 0.009
-0.134 -0.075 -0.113
-0.016 -0.021 0.015
-0.035 -0.011 0.011
-0.039 -0.092 -0.093
-0.009 -0.019 0.007
0.011 0.079 -0.164
0.005 -0.001 0.003
-0.020 -0.020 -0.015
-0.413 0.048 -0.061
0.002 -0.002 -0.002
-0.016 0.029 0.063
0.000 0.012 0.009
-0.006 -0.001 -0.002
0.042 0.040 -0.007
0.210 0.501 0.039
0.000 -0.001 -0.003
-0.244 0.259 -0.905
-0.116 0.080 -0.067
-0.293 -0.367 0.257
0.002 0.000 -0.003
0.110 -0.075 0.074
0.057 0.267 0.017
-0.210 -0.010 0.256
0.035 -0.021 0.609
0.022 -0.001 -0.005
-0.030 -0.010 0.000
0.002 -0.002 -0.009
0.003 -0.006 -0.007
0.128 -0.026 -0.017
-0.125 -0.107 -0.038
0.110 0.096 0.035
-0.026 0.092 0.003
0.364 0.398 0.096
0.014 -0.017 0.010
0.872 0.826 0.459
0.011 0.134 -0.100
-0.002 -0.024 0.012
-0.005 -0.002 -0.007
0.174 0.117 0.177
-0.010 -0.036 -0.054
-0.019 -0.065 0.190
-0.261 0.170 0.229
-0.023 -0.003 0.002
-0.078 -0.077 -0.016
0.002 0.002 0.073
0.154 -0.151 -0.049
0.052 -0.170 0.187
-0.049 0.131 -0.086
-0.016 -0.124 0.029
0.354 -0.333 -0.138
-0.469 -0.774 0.005
-0.124 -0.004 0.151
0.001 0.002 0.001
0.022 0.015 -0.032
-0.024 -0.016 -0.015
0.020 0.126 0.092
0.077 -0.482 -0.044
-0.064 -0.128 -0.022
0.038 -0.063 0.021
0.009 0.232 0.519
-0.001 0.020 0.009
0.011 0.209 -0.216
0.226 0.104 -0.373

The highest relative energy (zero: lowest compared OMol25 entry of this formula, charge and spin) belongs to which entry? CH2Cl2FPS

Which value of M does entry 1 give? 166.97 g mol⁻¹

Number 3 is which compound? C16H15N5O3

The lowest relative energy (zero: lowest compared OMol25 entry of this formula, charge and spin) belongs to which entry? C24H17BCl44N2O4S